10 unconnected molecules or ions with the total composition C45H119N9O13 in a non-equilibrium geometry. Source: OMol25; level of theory: ωB97M-V/def2-TZVPD.

```
186
Properties=species:S:1:pos:R:3:forces:R:3:lowdin_charge:R:1
C -4.906345 -26.621684 19.090057 -0.9 0.3 -0.3 -0.1047
O -4.090606 -25.665952 19.730954 0.2 -0.2 -0.1 -0.1957
C -4.270381 -24.337321 19.278498 -0.4 0.4 -0.4 -0.2214
C -3.798620 -23.369470 20.358104 -0.2 0.5 -0.9 -0.4395
C -3.904044 -21.933458 19.859971 0.0 0.0 0.3 -0.0671
N -2.405627 -23.616693 20.686749 -0.3 -0.7 0.6 0.0644
H -4.411580 -27.568795 18.882519 0.4 0.1 0.3 0.0728
H -5.289353 -26.260166 18.130500 0.2 0.1 -0.1 0.0857
H -5.799139 -26.800743 19.694854 0.0 -0.2 0.1 0.0884
H -3.723787 -24.164887 18.341149 0.3 -0.1 0.1 0.1313
H -5.314854 -24.123954 19.013134 -0.2 -0.2 0.3 0.1239
H -4.511412 -23.488103 21.182148 0.6 -0.1 0.4 0.1421
H -3.225108 -21.772434 19.017418 -0.4 -0.1 -0.3 0.0675
H -3.545961 -21.231464 20.614216 -0.2 -0.1 0.2 0.0776
H -4.947123 -21.705718 19.632291 0.2 0.2 -0.3 0.0792
H -1.865683 -23.381919 19.861033 0.0 0.1 0.0 0.0383
H -2.332767 -24.633349 20.732836 0.3 0.1 0.3 0.0602
C 1.652319 -23.386080 14.996360 1.0 -0.5 -1.1 -0.0908
O 1.062674 -22.587487 13.993493 -1.2 0.1 0.3 -0.2112
C 1.501250 -22.870463 12.678801 0.8 -1.6 0.7 -0.2111
C 0.589503 -22.292875 11.630288 0.5 0.6 -0.8 -0.4290
C -0.608164 -23.166914 11.231979 0.1 0.5 1.6 -0.0515
N 1.429090 -22.071001 10.426953 -0.9 0.4 0.2 0.0494
H 1.154547 -23.263579 15.952526 0.1 0.4 0.0 0.0722
H 2.728561 -23.167409 14.969392 0.0 0.3 0.8 0.0883
H 1.652661 -24.459324 14.759896 -0.6 0.0 -0.2 0.0885
H 2.559501 -22.591947 12.599407 -0.2 0.7 -0.4 0.1143
H 1.579010 -23.962565 12.541367 -0.4 -0.1 0.0 0.1290
H 0.261393 -21.313775 12.006912 -0.4 -0.2 0.1 0.1259
H -0.294287 -24.069421 10.713724 0.0 0.0 0.0 0.0814
H -1.369014 -22.618402 10.677403 0.2 0.1 -0.3 0.0751
H -1.091412 -23.403853 12.186692 -0.1 -0.5 -0.2 0.0777
H 1.874938 -21.173710 10.606113 0.5 -0.3 -0.3 0.0326
H 0.726658 -21.883522 9.714247 0.4 0.0 -0.4 0.0675
C -3.229975 -15.213307 15.812238 -0.8 -1.6 -1.1 -0.1197
O -1.890210 -14.847282 15.711318 0.2 1.0 0.5 -0.2078
C -1.053514 -15.784240 15.074781 0.1 -0.5 -0.1 -0.2082
C 0.150871 -15.089319 14.438969 -0.5 0.3 -1.0 -0.4195
C -0.325451 -13.866743 13.652005 0.8 0.0 -0.3 -0.0577
N 0.794655 -15.978501 13.451741 -0.1 -0.1 0.6 0.0428
H -3.935354 -14.455748 16.145747 0.7 0.4 0.5 0.0891
H -3.359712 -16.151791 16.367382 0.0 0.2 0.5 0.0888
H -3.645898 -15.492507 14.828533 0.3 0.1 -0.2 0.0839
H -0.656369 -16.524804 15.779929 -0.2 0.0 0.3 0.1039
H -1.644716 -16.334405 14.334853 0.2 0.0 -0.3 0.1223
H 0.841265 -14.800190 15.237893 0.0 0.2 0.1 0.1282
H -0.817040 -13.148091 14.299750 -0.2 0.0 -0.2 0.0737
H -0.914066 -14.183748 12.788712 -0.6 -0.1 0.4 0.0811
H 0.519160 -13.385309 13.145933 0.2 0.1 0.4 0.0743
H 1.577921 -15.472719 13.054750 0.0 -0.1 -0.1 0.0644
H 1.160924 -16.815670 13.900314 -0.1 -0.1 -0.1 0.0299
C -2.797002 -13.808843 8.082132 -0.8 -0.2 -0.7 -0.1083
O -2.729773 -14.861734 9.016542 0.3 0.8 0.7 -0.1689
C -3.709017 -15.831870 8.815355 -0.7 -1.1 -0.6 -0.2377
C -3.979482 -16.601726 10.088085 0.8 0.5 2.1 -0.4422
C -2.751175 -17.351723 10.646711 0.0 -1.0 -1.3 -0.0608
N -5.126038 -17.500388 10.030773 -0.4 -0.4 -0.5 0.0272
H -2.187475 -12.935770 8.300553 0.5 -0.5 0.5 0.0861
H -3.818225 -13.413507 8.022095 -0.1 -0.1 0.0 0.0839
H -2.542845 -14.199566 7.092395 0.1 0.2 -0.1 0.0890
H -4.662828 -15.435125 8.439081 0.1 0.5 0.2 0.1201
H -3.397335 -16.543973 8.035679 0.1 0.0 0.0 0.1343
H -4.127824 -15.899037 10.921630 -0.3 0.7 -0.5 0.1298
H -1.984794 -16.728678 11.101540 -0.3 0.2 0.3 0.0685
H -2.224358 -17.909875 9.862143 -0.1 0.1 -0.2 0.0765
H -3.121372 -18.150657 11.291824 0.2 0.3 0.5 0.0618
H -5.956564 -17.095431 9.610594 0.3 0.3 -0.3 0.0666
H -5.440969 -17.715930 10.969462 0.3 -0.2 0.1 0.0699
C 1.030994 -15.622392 19.257061 -0.9 0.5 0.2 -0.0749
O -0.005815 -14.890168 19.896663 0.3 0.7 0.0 -0.1962
C -1.194015 -14.758440 19.162583 -0.7 -0.8 -0.7 -0.2343
C -2.050994 -13.538327 19.567778 1.4 -1.4 -0.2 -0.4276
C -1.473148 -12.284291 18.962315 -0.2 0.6 -0.2 -0.0632
N -2.100753 -13.464316 21.037171 0.0 -0.3 -0.1 0.0417
H 1.933182 -15.366935 19.806284 0.1 -0.4 0.0 0.0908
H 1.150763 -15.301039 18.217452 0.0 -0.1 -0.1 0.0824
H 0.751835 -16.677303 19.295409 0.5 -0.2 -0.1 0.0684
H -1.016915 -14.757343 18.079292 0.3 0.3 0.0 0.1000
H -1.827301 -15.650185 19.306695 0.1 -0.1 0.3 0.1227
H -2.999492 -13.813018 19.100193 -0.4 0.5 0.4 0.1322
H -1.234903 -12.406898 17.903769 -0.1 -0.2 0.0 0.0731
H -0.543183 -11.997336 19.455208 -0.1 0.1 0.2 0.0824
H -2.199546 -11.470717 19.009535 0.2 0.1 0.3 0.0764
H -1.126264 -13.572938 21.322397 0.0 0.5 0.0 0.0650
H -2.464792 -14.347487 21.395134 -0.4 0.2 -0.1 0.0702
C 0.206230 -19.386629 18.447919 0.1 0.1 -1.1 -0.0768
O 0.328970 -20.375347 17.433255 1.3 -1.3 0.6 -0.2341
C -0.613784 -20.583040 16.410842 -0.8 1.9 -0.2 -0.1751
C -0.604464 -19.454284 15.351104 -0.6 0.0 -0.8 -0.4136
C -1.425492 -19.840713 14.106962 -0.8 0.1 0.3 -0.0530
N 0.752104 -19.113559 14.913036 0.1 0.0 0.5 0.0711
H 0.983338 -19.484413 19.207362 0.2 -0.7 -0.2 0.0806
H -0.742801 -19.426016 18.982269 -0.3 0.3 -0.3 0.0954
H 0.459276 -18.448837 17.948656 -0.7 0.6 0.4 0.0651
H -0.387506 -21.476766 15.830602 0.2 -0.4 0.6 0.1072
H -1.615938 -20.601218 16.852984 -0.2 -0.4 -0.1 0.1266
H -1.077431 -18.549919 15.737585 0.2 0.0 0.3 0.1043
H -2.514432 -19.785082 14.228342 0.1 -0.2 0.7 0.0772
H -1.222390 -20.871851 13.815125 0.3 0.1 -0.4 0.0614
H -1.323111 -19.103709 13.308592 0.8 -0.3 -0.1 0.0691
H 1.189650 -19.967726 14.563863 -0.1 0.0 -0.1 0.0712
H 1.259729 -18.912535 15.772432 0.1 0.1 -0.2 0.0288
C 4.657737 -14.880699 5.788800 0.6 -1.1 -0.4 -0.1190
O 4.557218 -15.043476 7.181876 -0.4 0.4 0.7 -0.1828
C 5.379300 -16.066530 7.691538 1.3 -0.1 -0.6 -0.2390
C 5.222145 -16.378411 9.172016 -0.9 -0.6 0.1 -0.1968
N 4.221311 -17.421125 9.416232 0.7 -0.3 -0.4 -0.0810
C 4.314691 -17.931075 10.775771 -1.7 0.4 -0.3 -0.2050
C 3.144364 -18.894493 11.090134 -0.3 0.0 1.6 -0.1887
O 3.544160 -20.173353 11.551913 0.4 -0.9 -0.7 -0.2291
C 4.311360 -20.199936 12.739271 -0.7 0.1 -0.1 -0.0891
H 5.572684 -15.352626 5.405576 0.2 0.3 0.2 0.0810
H 4.685260 -13.835563 5.497620 -0.3 0.1 0.2 0.0860
H 3.886938 -15.454377 5.265508 -0.4 0.4 0.1 0.0880
H 6.436559 -15.812184 7.512096 0.0 0.4 0.2 0.1176
H 5.290910 -16.952504 7.049907 -0.5 -0.4 0.5 0.1234
H 4.991624 -15.520858 9.818859 0.2 0.5 -0.5 0.1227
H 6.154701 -16.785751 9.569362 0.2 0.1 -0.3 0.1155
H 3.304267 -17.100672 9.137976 -0.1 0.0 0.3 0.1153
H 4.235111 -17.098765 11.490602 0.3 0.0 0.2 0.1114
H 5.281228 -18.411006 10.917228 0.0 -0.1 -0.1 0.1111
H 2.404402 -19.046892 10.302065 0.7 -0.1 -0.6 0.1179
H 2.485620 -18.518702 11.891353 0.3 0.6 0.1 0.1131
H 3.653384 -20.029181 13.600191 0.2 0.5 0.1 0.0778
H 5.125499 -19.481436 12.656941 0.1 0.0 0.5 0.0787
H 4.711023 -21.199206 12.906309 0.1 0.0 -0.5 0.0886
C 4.070598 -17.565133 15.671136 -1.5 -0.5 0.3 -0.1035
O 4.548953 -18.473629 16.627933 1.5 -0.2 0.3 -0.1936
C 3.620499 -19.218996 17.403384 -0.3 -0.1 -1.7 -0.1935
C 4.197869 -20.595050 17.709910 -0.1 0.9 -0.7 -0.1897
N 5.357641 -20.540799 18.554134 0.7 -0.1 0.4 -0.0682
C 6.018404 -21.834736 18.683372 0.3 -0.2 0.4 -0.1945
C 7.495485 -21.669532 19.001383 0.4 1.1 -0.1 -0.1871
O 8.108529 -20.763408 18.063559 0.5 -0.7 0.4 -0.2027
C 8.792676 -21.429526 17.021634 -0.5 0.8 -1.0 -0.1167
H 3.204055 -18.007507 15.156404 0.0 0.0 -0.1 0.0538
H 4.801996 -17.358837 14.895544 0.4 0.1 0.3 0.0880
H 3.687174 -16.662098 16.155436 0.3 0.3 -0.1 0.0875
H 2.828245 -19.479504 16.690885 -0.5 0.2 0.5 0.0882
H 3.250281 -18.606589 18.226513 0.0 -0.3 0.3 0.1229
H 4.471722 -20.978222 16.713032 -0.1 -0.2 0.0 0.1234
H 3.381308 -21.215326 18.086329 0.2 -0.1 0.4 0.1269
H 6.035208 -19.893190 18.158208 -0.2 0.0 -0.1 0.1200
H 5.950773 -22.442928 17.771646 -0.3 0.0 0.0 0.1169
H 5.552617 -22.344577 19.532329 0.0 -0.4 -0.3 0.1223
H 8.058045 -22.603151 19.009837 -0.3 -0.2 0.0 0.1207
H 7.651881 -21.184422 19.966247 -0.3 -0.1 0.1 0.1162
H 9.230759 -20.648711 16.396765 -0.1 0.0 0.0 0.0872
H 8.051990 -21.940343 16.397880 0.2 -0.4 -0.1 0.0859
H 9.623460 -22.094045 17.270697 -0.3 -0.1 0.7 0.0869
C -0.742521 -30.662445 15.878142 0.8 0.0 -0.6 -0.1286
O -1.614484 -30.753919 16.964722 -0.9 0.1 -0.2 -0.1691
C -1.744070 -29.584814 17.718493 0.8 0.7 1.7 -0.2296
C -0.494636 -29.343545 18.631014 -0.6 -0.3 -0.2 -0.2110
N -0.516742 -28.122099 19.405993 0.0 1.0 -0.2 -0.0639
C -0.600210 -26.882265 18.629068 -0.4 0.1 0.1 -0.2068
C 0.056128 -25.688375 19.352084 -0.5 -2.1 -0.9 -0.2203
O -0.383380 -24.533100 18.668883 1.0 0.2 0.0 -0.1940
C 0.453066 -23.449559 18.978547 1.8 0.9 0.0 -0.1335
H 0.293493 -30.779331 16.217215 0.0 -0.2 -0.2 0.0824
H -0.760543 -29.736365 15.285940 -0.4 0.3 0.5 0.0915
H -0.991353 -31.426249 15.139825 0.0 -0.3 0.4 0.0878
H -2.560421 -29.666252 18.441830 -0.3 -0.5 -0.4 0.1155
H -1.977263 -28.677468 17.151001 0.2 -0.2 -0.5 0.1124
H 0.397510 -29.425097 18.008093 0.2 0.4 0.2 0.1065
H -0.427098 -30.134472 19.379996 -0.1 -0.3 -0.3 0.1197
H -1.257202 -28.122109 20.095831 0.0 -0.3 0.0 0.1098
H -1.615597 -26.527451 18.409498 -0.2 -0.4 0.0 0.1068
H -0.136211 -27.103952 17.666188 0.2 0.4 0.0 0.1207
H 1.122606 -25.919829 19.292626 0.3 0.8 0.1 0.1232
H -0.242055 -25.746504 20.401338 -0.1 0.5 0.2 0.1214
H 0.328933 -23.107411 20.009902 -0.3 0.2 -0.1 0.0964
H 0.484105 -22.619125 18.265681 -1.5 0.0 0.0 0.0636
H 1.537596 -23.643881 18.887117 -0.1 -1.0 0.3 0.0891
C 5.952248 -19.150863 22.193661 -0.3 0.0 1.7 -0.0560
C 4.440375 -19.516422 22.097399 1.1 0.2 -1.6 -0.4517
C 3.634581 -18.276336 21.645816 -0.2 -0.2 0.3 -0.0560
O 4.342038 -20.597119 21.190968 -0.6 -0.6 -0.4 -0.1002
H 6.330105 -18.394409 21.506785 -0.5 0.0 -0.2 0.0714
H 6.617297 -20.011358 22.116980 -0.3 -0.3 -0.1 0.0645
H 6.108392 -18.781124 23.214556 0.3 0.3 -0.1 0.0728
H 4.014195 -19.937450 23.008049 0.3 0.3 0.3 0.1309
H 4.260895 -17.598016 21.066492 0.0 0.1 0.0 0.0666
H 3.227509 -17.753855 22.513985 0.2 0.2 0.0 0.0733
H 2.763838 -18.528050 21.036621 0.1 -0.3 0.0 0.0562
H 4.841775 -20.440373 20.361330 -0.2 0.4 0.1 0.0323
```
Forces are in eV/Å.

As for the highest occupied orbital energy: -8.601 eV. The energy above the lowest of the compared OMol25 structures with the same formula, charge and spin comes out at 2.7248 eV. The total charge is 0. The spin multiplicity is 1.